# 1
111
Properties=species:S:1:pos:R:3 method="wB97M-V/def2-TZVPD" total_energy_ha=-3159.17342 spin_multiplicity=1 e_lumo_ev=0.033 smiles="C=C[C@@](CC(C)C)(CN(CCCF)CCOC(C)=O)O[C@@H](CCCSC(=S)N1CCOCC1)N=C=O.c1ccncc1.c1ccncc1.c1ccncc1" total_charge=0
S -2.29772 0.91301 -3.05726
S -2.57179 3.76901 -2.98420
F 1.35863 -3.29806 0.54345
O 2.38467 -1.13639 -4.26560
O 2.68782 -0.12373 -2.28471
O -5.11936 1.78900 1.07996
O 0.49161 2.71781 1.16564
O -1.69789 6.36455 2.68831
N 7.29907 -2.08011 -1.79026
N -7.19137 -5.91201 1.14079
N -3.84122 -2.19231 1.54148
N -0.95443 4.13800 2.39929
N 2.54396 0.62698 0.43146
N -3.64634 2.09901 -1.06098
C 2.22248 1.22951 1.73014
C 1.32902 0.21451 -0.26212
C 9.98412 -2.77314 -1.53151
C 2.86214 3.45041 0.71379
C 2.47962 3.59237 -0.77159
C -1.25614 5.11354 -0.90559
C 9.04988 -3.21470 -0.60894
C -3.33102 -3.40418 3.54464
C 2.02884 3.35797 3.03769
C -3.04950 1.19213 -0.07072
C -8.22326 -7.45935 -0.37232
C 1.84582 2.72432 1.64696
C -1.34698 5.27359 2.56251
C -1.15361 3.85610 -0.04621
C 2.89258 -1.70268 1.45530
C -2.56217 5.05867 -1.70355
C 2.02200 2.67660 4.20382
C 2.41821 5.09684 -1.10057
C -3.35718 -2.24775 2.78055
C 4.26938 -1.83757 -3.01842
C -2.88718 2.20834 -2.26149
C 7.72628 -2.84221 -0.78506
C -0.16161 3.93248 1.11635
C -7.35420 -7.14401 0.66092
C -3.73364 1.50172 1.25678
C -8.96840 -6.43784 -0.93817
C -4.97970 1.53448 -1.33468
C -8.81340 -5.15034 -0.45117
C -5.62144 1.06060 -0.01577
C -7.91461 -4.94255 0.58403
C -3.83971 -4.56874 2.99247
C 3.46102 -0.48764 0.66693
C 9.55848 -1.98098 -2.58486
C -4.32420 -3.32255 1.02688
C 3.03655 -1.00836 -3.26652
C 1.52991 -0.56722 -1.55755
C 3.54808 2.98438 -1.72028
C 2.72195 -2.98388 0.63691
C 8.21126 -1.66378 -2.66637
C -4.34922 -4.53093 1.70536
H 1.22584 1.99211 4.48510
H -1.98165 1.33381 0.07589
H -2.15055 3.61771 0.30707
H -3.59693 0.66562 1.95105
H -4.70992 -3.24839 0.01515
H 3.77855 2.86270 0.76165
H 3.20768 -3.83460 1.11185
H -7.75946 -3.94978 0.99382
H -3.32115 2.38422 1.74568
H -5.38527 0.00383 0.16004
H 2.25827 5.28211 -2.16217
H 1.69277 5.63696 -0.49158
H -8.31223 -8.47835 -0.72279
H 3.56599 -1.92150 2.28535
H -6.75353 -7.91406 1.13353
H -6.70593 1.12040 -0.07244
H 0.65466 -0.36251 -2.17898
H 3.86983 -0.85825 -0.27091
H 7.83662 -1.04329 -3.47375
H 4.13044 3.79647 -2.16168
H -3.18144 0.13978 -0.33469
H 6.96198 -3.16925 -0.08758
H 0.69039 -0.40406 0.38958
H 3.05947 1.15529 2.41381
H 0.72192 1.08113 -0.51216
H -2.74724 6.00294 -2.21422
H -4.75710 -5.41280 1.23913
H -3.84003 -5.49226 3.55719
H 4.00030 -2.86814 -3.23938
H 2.15472 4.43874 3.02938
H 1.54786 -1.64893 -1.41293
H -9.37555 -4.32389 -0.86349
H 4.23493 2.32193 -1.20224
H 1.34376 0.70884 2.13767
H -5.62519 2.26179 -1.82770
H -4.92770 0.65204 -1.98482
H 5.07473 -1.56246 -3.69545
H 10.25374 -1.61559 -3.32784
H -2.92324 -3.39003 4.54623
H 9.33895 -3.83455 0.22851
H 4.63920 -1.71971 -2.00705
H 3.06038 2.47425 -2.54671
H -0.44779 5.12710 -1.64029
H 3.08561 -2.85094 -0.38239
H 2.85304 2.76742 4.89866
H 1.53480 3.11890 -1.03020
H -1.17573 6.04183 -0.33638
H 11.02762 -3.04256 -1.43112
H 3.39455 5.51663 -0.84716
H -0.79947 3.06060 -0.69856
H 1.92594 -1.49711 1.91375
H -9.65889 -6.64190 -1.74639
H 0.50185 4.79575 1.03912
H 4.32146 -0.12406 1.22733
H -2.97179 -1.31351 3.17665
H 3.11930 4.41077 1.16108
H -3.41522 4.90189 -1.04161


# 2
28
Properties=species:S:1:pos:R:3 method="wB97M-V/def2-TZVPD" total_energy_ha=-851.38814 spin_multiplicity=1 e_lumo_ev=0.783 smiles="C=CC(=C)CCCC(C)(C)Cl" total_charge=0
Cl 4.53333 1.31388 1.28669
C 2.38977 1.16251 2.83278
C -0.36070 1.38815 -0.56013
C 2.89668 0.59632 1.48724
C 0.52002 0.77156 0.53031
C 3.00941 -0.93419 1.51836
C -1.62984 -1.27718 -1.36732
C 2.02772 1.06001 0.31898
C -1.82787 1.01896 -0.42254
C -2.73604 2.00021 -0.10081
C -2.35962 -0.32034 -0.72625
H 2.03808 -1.34501 1.81648
H 2.37318 0.55997 -0.62074
H 0.33095 -0.31937 0.57108
H -0.59065 -1.11529 -1.62078
H 3.74981 -1.24772 2.23632
H -2.08812 -2.18634 -1.64342
H 3.32163 -1.32550 0.53893
H 2.12464 2.19002 0.20895
H 1.47847 0.62912 3.18500
H 0.17091 1.14342 1.47661
H -0.25100 2.46592 -0.51588
H 3.14572 0.97336 3.61573
H -2.41443 3.01488 0.10578
H 0.03505 1.04174 -1.53424
H -3.44028 -0.51509 -0.50147
H 2.17735 2.23690 2.82623
H -3.80720 1.83609 -0.12493


# 3
47
Properties=species:S:1:pos:R:3 method="wB97M-V/def2-TZVPD" total_energy_ha=-4866.36230 spin_multiplicity=1 e_lumo_ev="-10.399 / -10.011" total_charge=+2
Sn -1.48474 -1.09297 -0.94066
Br 6.70276 0.81575 -2.39756
Cl -6.63039 3.26438 -4.27489
S -2.38455 -0.92260 1.44101
O -1.59152 1.00869 -1.52777
O 2.58630 -1.14674 0.44862
O 0.62741 -0.29507 -0.16391
O -3.60311 -1.00170 -1.70163
N 0.17370 -1.49783 2.18084
N -1.34766 -1.55945 3.81714
C 2.08512 1.11303 -2.50920
C 2.99145 -0.38915 4.41568
C 1.26557 -1.54622 3.15557
C 2.82882 1.92032 -3.37852
C 4.04625 0.17758 -1.56055
C -3.63403 1.19234 -2.77620
C 4.82099 0.96897 -2.38509
C -5.66246 0.17460 -1.85483
C 4.21746 1.85388 -3.37434
C -5.80176 2.11451 -3.33472
C 2.63070 -2.73501 4.76553
C 1.96163 -0.37713 3.44419
C 1.91626 -0.40702 -0.30324
C 2.65109 0.32228 -1.49915
C 1.59166 -2.70074 3.83235
C -4.41021 2.15452 -3.37491
C -2.31271 1.48089 -2.51271
C -1.08287 -1.34000 2.53442
C -4.27408 0.04287 -2.11371
C -6.42922 1.17201 -2.48017
C 3.38234 -1.59848 5.00565
H -1.74386 2.25546 -3.02598
H 1.01888 -3.63216 3.64147
H -6.18473 -0.61160 -1.36741
H 2.88946 -3.63448 5.30227
H -3.95540 2.95685 -3.94039
H 4.47324 -0.62305 -0.94417
H 1.78729 0.55960 2.87788
H 1.04247 0.99468 -2.62155
H -0.61412 -1.90489 4.42914
H 3.41326 0.58810 4.68017
H 2.36964 2.63008 -4.12439
H 4.23658 -1.66288 5.63979
H -2.29861 -1.51332 4.19758
H 4.84738 2.40338 -4.06788
H 0.39489 -1.18503 1.16550
H -7.50656 1.21277 -2.41928


# 4
9
Properties=species:S:1:pos:R:3 method="wB97M-V/def2-TZVPD" total_energy_ha=-358.38676 spin_multiplicity=1 e_lumo_ev=0.755 smiles="O=C1NOCO1" total_charge=0
O 0.29756 -0.73806 -0.84756
O -0.36248 0.98439 0.16998
O 1.18989 0.96918 1.89132
N 0.33241 -0.91290 0.52448
C -0.73041 0.13160 -0.93763
C 0.60116 0.48355 0.97976
H -1.76201 -0.20950 -0.51416
H -0.76142 0.62477 -1.96107
H 1.19529 -1.33302 0.69488